{"formula": "C2H6N3O", "method": "ωB97M-V/def2-TZVPD", "elements": ["N", "N", "C", "N", "O", "C", "H", "H", "H", "H", "H", "H"], "coordinates": [[1.381705, 0.384955, -0.302595], [0.017412, 0.391134, 0.070126], [-0.925732, 0.229821, -1.008538], [-2.021893, -0.331599, -0.613229], [-1.890002, -0.798175, 0.638275], [-0.533428, -0.489754, 1.100233], [2.013520, 0.343874, 0.522417], [1.584526, 1.387724, -0.776058], [1.704498, -0.368326, -0.983444], [-0.778495, 0.809439, -1.952019], [0.037982, -1.559315, 1.250720], [-0.590095, 0.000225, 2.054113]], "forces_ev_per_a": [[1.53, 1.59, -1.47], [-1.26, 0.12, -0.38], [-1.18, 0.56, 0.05], [1.53, 0.79, -2.19], [1.59, 0.59, 0.99], [0.92, -3.47, 0.73], [-0.56, 0.02, -0.33], [-0.44, -2.74, 1.20], [-0.56, 0.66, 0.74], [-0.43, -0.83, 0.88], [-1.03, 2.49, -0.57], [-0.11, 0.24, 0.35]], "charge": 1, "smiles": "[NH3+]N1C=NOC1", "relative_energy_ev": 5.542, "gap_ev": 9.0}

---

{"formula": "C2H6N3O2", "method": "ωB97M-V/def2-TZVPD", "elements": ["C", "C", "N", "N", "N", "O", "O", "H", "H", "H", "H", "H", "H"], "coordinates": [[0.773174, -1.282380, 1.043276], [-1.161816, 1.095670, -0.999661], [-0.493105, 0.281728, 2.110577], [-0.242951, -0.293904, 0.989175], [-1.091340, -0.295297, -0.653771], [-0.401183, -1.093496, -1.350065], [-1.386782, 1.203450, 2.351283], [0.348829, -2.280320, 1.474136], [1.125875, -1.607259, 0.026401], [1.788882, -1.020146, 1.508452], [-1.987318, 1.565654, -0.343284], [-0.266972, 1.798208, -1.006012], [-1.759354, 1.199689, -2.031943]], "forces_ev_per_a": [[1.66, -2.76, 0.02], [-2.22, 2.97, -1.28], [-0.36, 0.58, 1.58], [-0.73, 2.45, 0.73], [-1.26, -1.90, 0.31], [0.30, 0.90, -0.67], [1.66, -2.17, -2.20], [0.89, 1.66, -0.31], [-0.98, 0.71, 0.50], [-1.79, 0.04, 0.07], [1.71, -0.73, -0.34], [-0.66, -1.11, -0.10], [1.77, -0.64, 1.69]], "charge": -1, "relative_energy_ev": 8.068, "gap_ev": 7.1}